6
Properties=species:S:1:pos:R:3 method="wB97M-V/def2-TZVPD" total_charge=+1 lumo_energy_ha=-0.3449 spin_multiplicity=1 e_tot_ha=-638.4195 e_above_lowest_kj_mol=185.6 max_force_ev_per_a=4.19 molar_mass_g_mol=205.5
Sn 1.14340 2.40735 -0.14171
F -0.94964 0.47584 -0.63132
F 0.99660 -0.64973 -0.56511
F -0.06474 0.00039 1.27573
F -0.88681 -1.73439 0.04677
B -0.23881 -0.49944 0.01562

---

25
Properties=species:S:1:pos:R:3 method="wB97M-V/def2-TZVPD" lumo_energy_ha="-0.0356 / -0.0358" spin_multiplicity=3 e_tot_ha=-2491.3680 max_force_ev_per_a=3.52 molar_mass_g_mol=272.6
Ni -0.14609 -0.57052 -0.09458
F 3.38882 0.39420 -0.63227
F 2.60009 2.53673 -0.15138
F -1.40946 0.67985 -0.66896
F 3.25117 1.12882 1.41432
F 1.49737 0.46435 0.18034
O -0.53211 3.21725 -0.68860
O -1.53867 -2.13875 -0.27388
O -3.41198 0.47442 1.04082
O 1.11807 -2.07844 0.19132
O -0.53222 -0.53579 1.95440
O 0.48410 -0.49231 -2.14273
B 2.67095 1.18798 0.18325
H -0.12692 -1.05991 2.61608
H 0.49252 -1.32225 -2.60997
H -0.75689 2.29516 -0.70857
H 1.87091 -2.29357 -0.36533
H 0.16963 3.31456 -1.35614
H -0.79994 0.26849 2.42890
H 1.29766 -2.67363 0.92521
H 0.52056 0.13543 -2.87414
H -2.87824 0.51654 0.27309
H -2.42939 -1.95729 -0.70315
H -3.11159 1.19482 1.60393
H -1.68834 -2.68612 0.45804

---

26
Properties=species:S:1:pos:R:3 method="wB97M-V/def2-TZVPD" total_charge=-1 lumo_energy_ha=0.1094 spin_multiplicity=1 e_tot_ha=-562.2806 e_above_lowest_kj_mol=199.2 max_force_ev_per_a=11.54 molar_mass_g_mol=140.9
O 2.05289 -2.44349 0.81226
O -1.54616 2.95267 0.98729
O -0.83402 -2.88658 -1.24958
O -2.60046 -0.82454 1.05096
O -0.67570 -0.21306 3.17967
O 3.49920 1.45151 0.32054
O -0.91779 0.83060 -3.96166
B 0.48556 0.31243 -0.69026
H 1.24253 -0.52173 -1.30396
H -1.76339 -0.77969 1.59640
H -2.38197 -0.63574 0.23017
H -0.55987 -2.02387 -1.10925
H 0.66079 0.17363 0.51533
H 2.61622 1.49453 0.03020
H 0.84520 1.53535 -0.98749
H -0.73548 -3.32604 -0.55969
H -0.73401 0.13600 -0.86953
H 3.86855 1.18836 -0.60266
H -0.35086 0.54514 -3.13612
H -1.12020 0.48694 3.65824
H 1.85400 -1.76148 0.03616
H 1.25855 -2.67609 1.23725
H -0.06854 0.34159 2.81004
H -2.21819 2.39857 1.26098
H -0.87434 2.38281 0.57443
H -1.00250 1.86220 -3.82972

---

29
Properties=species:S:1:pos:R:3 method="wB97M-V/def2-TZVPD" total_charge=-1 lumo_energy_ha=0.1190 spin_multiplicity=1 e_tot_ha=-638.3562 e_above_lowest_kj_mol=1157.5 max_force_ev_per_a=4.94 molar_mass_g_mol=159.0
O -18.94247 -3.55054 -9.16600
O -21.87254 -3.24805 -9.55255
O -20.89440 -2.40115 -6.60871
O -21.54557 -6.14671 -8.71218
O -18.59884 -4.35700 -5.63529
O -18.79589 -6.70949 -7.37509
O -16.98863 -4.96030 -7.84122
O -21.17292 -5.47920 -5.25052
B -20.27329 -4.73747 -7.36390
H -19.30673 -4.23204 -8.60110
H -22.65327 -3.57154 -10.00203
H -17.92167 -5.09910 -7.67881
H -21.44982 -4.03523 -9.20919
H -19.54151 -6.13063 -7.53381
H -18.54911 -7.02667 -8.24384
H -20.78946 -6.35941 -9.25925
H -21.22699 -4.49242 -7.80509
H -20.93602 -5.25638 -6.15077
H -20.90999 -2.59570 -5.67162
H -19.51546 -2.79567 -9.03145
H -21.22025 -4.63640 -4.79919
H -16.57138 -5.11948 -6.99458
H -20.41630 -5.70046 -6.89867
H -20.02862 -4.02575 -6.59070
H -21.18703 -5.60974 -8.00553
H -19.49306 -4.83045 -8.10339
H -20.64020 -3.22674 -7.02103
H -17.89950 -5.00445 -5.72459
H -19.25420 -4.62101 -6.28107